[1]
Formula: C24H29NO3
Source: the Open Molecules 2025 dataset
Level of theory: the ωB97M-V functional and the def2-TZVPD basis

```
57
C24H29NO3 the ωB97M-V functional and the def2-TZVPD basis
O 1.40085 -0.75272 -0.47057
O 2.52997 1.90998 2.37235
O -2.79672 -0.24758 1.25103
N -1.72282 1.28001 -0.02093
C 2.43447 -0.30622 2.47999
C -0.80611 -2.77003 -2.01154
C 1.70235 0.84281 2.40311
C -2.18114 -0.88257 -0.98500
C -2.23354 -1.62580 -5.32919
C -2.14494 -2.10514 -4.03420
C -1.55816 2.27179 1.01724
C 0.22501 1.06258 2.37269
C 0.15460 -1.52848 -5.45472
C -2.27089 0.06558 0.20276
C -1.08359 -1.33080 -6.04138
C 1.76554 0.87411 -1.93674
C 3.79567 0.08694 2.49860
C 0.47811 0.33155 -2.17459
C -0.82377 -1.60483 -0.98942
C 2.27759 0.17398 -0.89053
C -0.36471 1.13598 3.80399
C 0.30386 -0.66022 -1.24923
C -0.90756 -2.29394 -3.43037
C 0.24053 -2.00708 -4.15954
C 3.79033 1.44405 2.42994
C -0.55128 -0.26727 4.37277
C -0.12254 2.31091 1.54812
C 0.49525 1.98170 4.74004
H -2.32394 -0.34333 -1.92122
H 0.12676 -3.32131 -1.87747
H 1.21056 -2.16394 -3.71002
H 2.23694 1.67070 -2.47493
H 0.01016 3.20551 2.15668
H -3.20298 -1.48409 -5.78449
H 0.40136 -0.79025 4.41722
H 0.56131 2.38519 0.69801
H 1.05651 -1.30962 -6.00750
H -1.63674 -3.43885 -1.77970
H -0.20509 0.62637 -2.94601
H 0.71602 2.95308 4.30384
H -0.66243 -2.04073 0.00307
H -0.96247 -0.21565 5.37837
H -3.04734 -2.34300 -3.48956
H -0.02472 2.14071 5.68219
H -2.97355 -1.62324 -0.87245
H 2.05556 -1.30714 2.50297
H 4.65213 -0.55398 2.55351
H -1.35248 1.59992 3.72764
H 1.43708 1.48028 4.95257
H 4.58180 2.16693 2.41285
H -1.15230 -0.95578 -7.05188
H 3.21310 0.23629 -0.37166
H -1.83011 3.25041 0.60976
H -2.25892 2.00992 1.81190
H -1.19492 1.41969 -0.86965
H -0.21943 0.19163 1.88154
H -1.23821 -0.83502 3.74974
```

Summary:
DFT total energy, eV: -32991.4365
SMILES: CC(C)[C@@H](CCNC(=O)C[C@@H](Cc1ccccc1)c1ccco1)c1ccco1
Gap between HOMO and LUMO, eV: 9.074
Energy relative to the best compared isomer or geometry (same formula, charge and spin), kJ/mol: 109.8
Net charge: 0



[2]
Formula: C12H20N4O3
Source: the Open Molecules 2025 dataset
Level of theory: the ωB97M-V functional and the def2-TZVPD basis

```
39
C12H20N4O3 the ωB97M-V functional and the def2-TZVPD basis
O -3.31541 0.78271 -1.28512
O 0.65368 2.48082 0.13932
O -3.25317 -1.44001 -1.49905
N 1.33063 -0.60856 -1.21082
N -0.95136 0.94263 -0.17905
N 4.26164 0.73143 -1.75140
N 4.04405 2.79814 -2.50997
C -2.21494 -3.06055 2.62073
C 2.81167 0.79079 0.28960
C -2.76910 -0.42508 -1.06476
C 3.42756 1.43663 -0.91234
C 3.26575 2.71123 -1.37632
C 1.40957 0.19452 0.01811
C -3.02679 -0.13117 1.85950
C -1.86649 -0.91485 1.23293
C 0.34845 1.30024 0.00267
C 4.61952 1.57720 -2.68779
C -2.09150 -2.43667 1.22685
C -1.52562 -0.38886 -0.18841
H 2.03062 -1.35105 -1.15494
H -3.10874 -2.70258 3.15830
H 1.62366 -0.02790 -1.99054
H 2.75633 1.48899 1.13494
H -2.83294 0.94549 1.80574
H -1.57748 1.72932 -0.21122
H 5.28515 1.34561 -3.50896
H -0.80084 -1.05253 -0.66689
H -3.96857 -0.34460 1.34580
H -2.96705 -2.68453 0.62075
H -3.14356 -0.37549 2.92221
H -0.96564 -0.71416 1.82876
H -2.27852 -4.14237 2.54334
H 1.14594 -0.47917 0.84454
H -1.33216 -2.82876 3.23580
H -1.21834 -2.88131 0.71140
H -4.09622 0.62598 -1.83135
H 3.45186 -0.04085 0.58850
H 4.17338 3.61025 -3.09057
H 2.66498 3.53910 -1.01030
```

Summary:
DFT total energy, eV: -24872.9494
SMILES: CC[C@H](C)[C@H](NC(=O)[C@@H](N)Cc1c[nH]cn1)C(=O)O
Gap between HOMO and LUMO, eV: 9.266
Energy relative to the best compared isomer or geometry (same formula, charge and spin), kJ/mol: 33.4
Net charge: 0



[3]
Formula: H14O27S5Zn3
Source: the Open Molecules 2025 dataset
Level of theory: the ωB97M-V functional and the def2-TZVPD basis

```
49
H14O27S5Zn3 the ωB97M-V functional and the def2-TZVPD basis
Zn -5.33640 3.13905 0.94756
Zn 1.56505 3.47054 2.96568
Zn -0.86712 -3.09005 -2.46311
S 5.18834 4.37125 -0.47706
S -2.83620 4.19052 4.86661
S 2.11009 -4.80470 0.95163
S 3.27096 -2.62289 -5.08606
S -1.30433 0.57510 0.45108
O -3.47137 -3.67795 -0.65988
O 0.27978 -0.80257 5.36080
O -3.04595 -2.39373 -4.76041
O -4.02531 3.86456 4.08395
O 6.36473 3.72242 -0.05589
O 4.09898 4.01997 0.42245
O 3.55991 -3.73977 -5.99213
O -3.13775 3.93489 6.25201
O -2.58483 5.60056 4.67541
O 1.88447 -2.59685 -4.62704
O 4.12565 -2.73449 -3.96215
O 3.49410 -4.72114 0.59062
O 4.86020 3.92052 -1.79120
O 1.37257 -4.02672 0.01877
O -2.64551 3.14085 -3.30656
O -5.02724 -2.42734 4.14802
O -2.23992 1.72020 0.32711
O 1.30270 1.83912 -3.51713
O 4.08992 -0.14575 0.08728
O 5.45427 5.78983 -0.31230
O -1.62421 3.50087 4.47027
O -1.10611 -0.04821 -0.85005
O -0.03255 0.91743 1.09671
O 1.80122 -4.33578 2.31424
O 3.64928 -1.41230 -5.72099
O -1.88010 -0.42885 1.37581
O 1.76757 -6.20023 0.78765
H -3.75874 -2.88642 -5.16713
H -0.11963 -0.11979 5.89980
H -2.21771 2.84601 -2.50264
H 3.21835 -0.07859 0.47727
H -3.00638 2.34290 -3.69292
H -3.44312 -1.55959 -4.50999
H 4.40333 0.75760 0.04309
H -5.21652 -1.91558 4.93447
H -0.20007 -0.76651 4.53335
H -4.26370 -1.99903 3.76099
H -4.04912 -4.34745 -0.29354
H 2.09025 2.10633 -3.04322
H 0.97747 1.07993 -3.03330
H -3.48944 -2.96804 -0.01806
```

Summary:
DFT total energy, eV: -254917.0506
Gap between HOMO and LUMO, eV: 1.756
Net charge: -4



[4]
Formula: C16H27N12RuSSi
Source: the Open Molecules 2025 dataset
Level of theory: the ωB97M-V functional and the def2-TZVPD basis

```
58
C16H27N12RuSSi the ωB97M-V functional and the def2-TZVPD basis
Ru 1.38027 0.45903 0.07253
S 0.68017 2.83903 -0.59457
Si -2.24453 4.73523 -0.12107
N 3.56387 0.44443 0.04633
N 0.56977 0.39023 3.08523
N 4.39687 0.37113 -0.98227
N 5.59707 0.27443 -0.54407
N 1.56177 0.44383 2.20833
N -0.86013 0.77623 -0.55947
N 1.01407 -4.03567 -0.95787
N 3.96917 0.39843 2.45583
N 1.06657 0.31793 4.26633
N 2.37977 0.31683 4.23353
N 1.24727 -1.91047 -0.02807
N 5.63017 0.28243 0.76603
C 1.41457 -4.70807 0.27003
C -0.89633 2.11883 -0.43937
C -0.64083 5.74823 -0.09527
C -2.06863 2.83513 -0.19237
C -1.97803 0.07923 -0.40867
C 2.69937 0.39303 2.94333
C -3.22483 5.13253 1.47463
C -3.18013 0.68793 -0.09417
C -0.89833 -5.24397 -1.97747
C -3.24733 5.17583 -1.69387
C 0.57007 -2.00807 -2.28957
C -3.21533 2.07033 0.00093
C 4.35867 0.38323 1.14853
C 0.35417 -4.66187 1.37073
C 0.58337 -4.87517 -2.05837
C 0.96087 -2.68847 -1.01067
H -0.44233 -2.26427 -2.59347
H -1.89693 -0.99167 -0.54287
H -0.03533 5.51483 0.77303
H -0.54293 -5.19157 1.06363
H -4.20293 4.66073 -1.73887
H -4.18273 4.62443 1.52693
H -2.69753 4.91593 -2.59447
H 1.62337 -5.75047 0.02203
H 4.70777 0.37763 3.14333
H 0.78257 -4.36617 -3.00157
H 0.63097 -0.92337 -2.11227
H 1.53727 -2.36297 0.83393
H -2.66013 4.84773 2.35783
H -1.18363 -5.80167 -2.86527
H 0.07457 -3.64057 1.61663
H -3.44793 6.24233 -1.73037
H -0.86953 6.80913 -0.06107
H 0.74177 -5.13617 2.26823
H -0.02933 5.56913 -0.97127
H -1.51643 -4.35177 -1.91457
H 1.26217 -2.26297 -3.08957
H -3.42233 6.19803 1.54683
H -1.09753 -5.86317 -1.10697
H -4.14743 2.56783 0.22963
H 1.18407 -5.78937 -2.04257
H -4.06443 0.09343 0.05903
H 2.35147 -4.26677 0.62923
```

Summary:
DFT total energy, eV: -56204.6037
Multiplicity: 2
Gap between HOMO and LUMO (spin up / spin down), eV: 6.245 / 5.708
⟨S²⟩: 0.76
Net charge: 0



[5]
Formula: C24H16AgBrF10NO3P2S
Source: the Open Molecules 2025 dataset
Level of theory: the ωB97M-V functional and the def2-TZVPD basis

```
59
C24H16AgBrF10NO3P2S the ωB97M-V functional and the def2-TZVPD basis
Ag 1.73066 0.65312 -1.37395
Br 4.14813 -0.69441 0.04861
S -4.19201 -1.54180 -1.48007
P 0.78081 -0.10069 0.69421
P 2.37817 3.73927 -2.16125
F 2.89832 4.05923 -3.63385
F 1.09576 2.90999 -2.82295
F 3.63767 4.43711 -1.49274
F 0.26105 -0.54446 3.61478
F 1.93098 -1.17579 5.58361
F 1.49624 5.05611 -2.10764
F 5.49818 -1.33946 2.57213
F 4.56409 -1.57392 5.06568
F 3.22078 2.28758 -2.21964
F 1.82819 3.27390 -0.69813
O -5.32026 -0.72323 -1.96516
O -4.30905 -2.95679 -1.60382
O -4.17971 -1.00480 -0.09112
N 0.98326 0.23404 -3.66663
C -0.69878 -1.50451 -3.42113
C 1.54974 -0.70207 3.30854
C 0.46085 2.27865 2.07743
C -1.90470 -1.92973 -2.88815
C -0.24093 3.40232 2.48035
C -0.51649 -3.77255 -0.38682
C -2.73137 -1.01421 -2.25931
C -1.64568 -3.99020 0.38749
C 2.39663 -1.03969 4.34837
C -2.07278 -3.01636 1.28079
C -1.59595 3.51410 2.20184
C 4.20560 -1.11511 2.78956
C 0.16965 -2.57201 -0.28413
C -1.54890 1.37413 1.10691
C -0.25107 -1.59202 0.61265
C 3.34918 -0.77269 1.75644
C 1.99241 -0.54127 2.00020
C -0.19352 1.25242 1.40035
C 3.73639 -1.24367 4.08567
C -1.37398 -1.82521 1.40482
C -0.31322 -0.17354 -3.30052
C -2.38660 0.33672 -2.20210
C -2.24714 2.50099 1.51495
C -1.18608 0.75946 -2.71963
H -0.18038 -4.52741 -1.08641
H -0.03448 -2.21849 -3.89306
H 0.27544 4.19816 3.00004
H 1.52474 2.21488 2.27338
H 1.03589 -2.38742 -0.91126
H -2.06612 0.59039 0.56827
H -2.20296 -4.91209 0.28846
H -1.71150 -1.07915 2.11038
H -3.05946 1.04680 -1.73880
H 1.06217 1.20940 -3.93705
H -2.14146 4.39505 2.51289
H 1.44977 -0.37566 -4.32217
H -3.30321 2.58538 1.29323
H -2.95894 -3.17987 1.87933
H -2.19997 -2.96864 -2.93561
H -0.89407 1.79975 -2.65826
```

Summary:
DFT total energy, eV: -163414.1434
Multiplicity: 2
Gap between HOMO and LUMO (spin up / spin down), eV: 8.918 / 5.391
⟨S²⟩: 0.76
Energy relative to the best compared isomer or geometry (same formula, charge and spin), kJ/mol: 7.2
Net charge: 0



[6]
Formula: C3H5N3O3
Source: the Open Molecules 2025 dataset
Level of theory: the ωB97M-V functional and the def2-TZVPD basis

```
14
C3H5N3O3 the ωB97M-V functional and the def2-TZVPD basis
O 1.06043 -0.37355 -2.63242
O -0.66433 -0.17188 -1.18377
O 2.53923 -0.83103 -0.23776
N -0.87758 -0.17201 0.22543
N 0.56693 -0.31776 2.10046
N 0.72334 0.07032 -1.37937
C -1.77168 0.89797 0.65173
C 0.36787 -0.33586 0.82844
C 1.38930 -0.43194 -0.26536
H -2.81961 0.78673 0.30596
H -1.39252 1.88552 0.33264
H 1.09248 -1.35133 -2.68576
H 1.56668 -0.54312 2.19868
H -1.78054 0.88795 1.74110
```

Summary:
DFT total energy, eV: -13799.7380
SMILES: [H]/N=c1\c(=O)n(O)on1C
Gap between HOMO and LUMO, eV: 9.099
Energy relative to the best compared isomer or geometry (same formula, charge and spin), kJ/mol: 569.3
Net charge: 0



Which of these has the lowest net charge?
H14O27S5Zn3